# 1
The following is a DFT calculation (the ωB97M-V functional and the def2-TZVPD basis) of a gas-phase ion, C10H18N2O (charge +2) in a non-equilibrium geometry.

Structure (XYZ):
```
31
Properties=species:S:1:pos:R:3:forces:R:3:lowdin_charge:R:1
C 0.6223 0.5892 0.9159 0.54 -0.12 0.26 0.01
C -0.5936 0.1296 0.6674 -1.18 0.24 -0.53 -0.09
C 2.0631 0.0882 -1.0340 0.97 1.39 1.57 -0.09
C 0.1362 -3.0483 -0.2823 -0.19 -0.40 -0.21 0.20
C -0.8139 -0.7522 -0.5486 1.17 -1.20 3.58 -0.23
C -1.6235 -0.3995 -1.6538 1.06 0.34 -3.57 0.04
C -1.3921 0.4795 3.0237 0.03 2.47 0.47 -0.06
C -2.3613 1.8901 1.2450 -2.72 -1.96 0.84 -0.03
C 3.6693 0.0509 -2.8116 0.01 1.06 -0.59 0.05
C -1.8098 0.5018 1.5674 0.12 -1.00 0.44 -0.34
N 1.8630 0.2683 0.2675 -0.38 0.63 -0.39 0.15
N -0.2578 -1.8803 -0.4017 -0.81 0.20 -0.52 0.15
O 3.2481 0.0410 -1.4545 -0.22 -0.78 1.99 0.03
H 0.8629 1.2541 1.7445 -0.58 -0.19 -0.01 0.16
H -0.5311 -3.8999 -0.1385 -0.06 0.27 0.52 0.15
H 1.1806 -3.2025 -0.3954 0.93 -0.51 -0.30 0.11
H -1.3143 0.6188 -1.9237 -1.19 0.10 -0.01 0.13
H 1.2410 0.1808 -1.7042 -0.68 -0.38 -0.60 0.16
H -1.4649 -1.0225 -2.5721 0.36 0.25 0.80 0.14
H -2.6453 -0.6328 -1.4794 -1.24 0.67 0.64 0.12
H -2.2253 0.1934 3.6215 -0.83 0.37 0.59 0.09
H -1.0179 1.5166 3.2780 -0.94 -0.83 0.05 0.11
H -0.6081 -0.0692 3.4382 1.48 -1.82 -0.29 0.06
H -2.5117 1.7840 0.2312 -0.31 1.07 -2.60 0.04
H -1.7841 2.6787 1.5707 1.72 1.58 0.26 0.07
H -3.3922 2.1112 1.6531 1.08 -0.74 -0.07 0.13
H 2.8372 -0.3288 -3.4536 0.95 0.86 0.10 0.13
H 4.5419 -0.5537 -2.8266 0.44 -1.02 -0.24 0.10
H 4.1023 1.0757 -2.8495 -0.91 -0.46 -1.19 0.14
H -2.6367 -0.2597 1.4182 1.04 0.69 -0.12 0.17
H 2.6155 0.5975 0.8874 0.33 -0.78 -0.89 0.20
```
Positions in Å, forces in eV/Å.

## Properties
Energy: -575.83662 hartree
Gap between HOMO and LUMO: 8.93 eV
Net charge: +2
HOMO: -17.3 eV
Lowest unoccupied orbital energy: -8.325 eV
Relative energy (zero: lowest compared OMol25 entry of this formula, charge and spin): 19.7 kcal/mol

***

# 2
The following is a DFT calculation (the ωB97M-V functional and the def2-TZVPD basis) of 2 unconnected molecules or ions with the total composition CH2Cl2S2 in a non-equilibrium geometry.

Structure (XYZ):
```
7
Properties=species:S:1:pos:R:3:forces:R:3:lowdin_charge:R:1
C -1.5103 0.4098 -0.2646 -0.69 -0.36 -0.65 -1.75
S 2.4498 -0.3316 -0.3169 -1.28 -0.96 1.78 0.41
S -1.7722 1.0797 -1.7045 0.36 -0.41 0.86 0.65
Cl -1.6160 -1.3075 0.0731 0.14 0.35 -0.36 0.53
Cl -1.2663 1.2411 1.2098 0.23 0.40 0.13 0.57
H 1.6971 0.3727 0.5937 0.56 -0.05 -0.71 -0.23
H 2.0180 -1.4643 0.4093 0.69 1.02 -1.06 -0.17
```
Positions in Å, forces in eV/Å.

## Properties
Energy: -1756.02256 hartree
Gap between HOMO and LUMO: 8.75 eV
HOMO: -9.8 eV
Lowest unoccupied orbital energy: -1.016 eV
Relative energy (zero: lowest compared OMol25 entry of this formula, charge and spin): 11.4 kcal/mol

***

# 3
The following is a DFT calculation (the ωB97M-V functional and the def2-TZVPD basis) of 2 unconnected molecules or ions with the total composition C2H9N3O in a non-equilibrium geometry.

Structure (XYZ):
```
15
Properties=species:S:1:pos:R:3:forces:R:3:lowdin_charge:R:1
C -0.4185 -0.1765 0.0590 -2.76 -0.93 -0.43 -0.06
C -1.6872 0.4563 0.5900 1.71 -0.75 1.85 -0.08
N 0.2235 -0.7762 -0.6745 0.89 -0.10 0.38 0.22
N 2.7358 -0.1138 0.5435 -1.08 -0.99 1.55 0.09
N -2.6525 0.7226 -0.4692 1.48 1.69 0.12 0.25
O 2.8324 -1.2746 -0.4312 -0.77 0.46 -0.74 0.06
H -2.2330 -0.0634 1.4238 1.17 0.26 -0.64 0.18
H -1.2720 1.3817 0.9119 -0.37 1.08 0.87 0.13
H 1.8025 -1.4570 -0.6743 1.45 0.59 0.65 0.15
H 3.6764 0.3576 0.8214 -1.34 -2.13 -0.80 0.18
H 2.3013 -0.7714 1.2763 1.51 2.13 -0.33 0.14
H -2.1055 0.7951 -1.3039 -0.29 -1.05 -1.74 0.17
H -2.8987 1.7048 -0.4006 -1.20 0.32 0.48 0.20
H -3.4253 0.0975 -0.3986 -1.04 -0.62 -0.87 0.19
H 3.1207 -0.8829 -1.2734 0.64 0.05 -0.35 0.18
```
Positions in Å, forces in eV/Å.

## Properties
Energy: -320.30661 hartree
Gap between HOMO and LUMO: 11.31 eV
Net charge: +2
HOMO: -19.3 eV
Lowest unoccupied orbital energy: -7.968 eV
Relative energy (zero: lowest compared OMol25 entry of this formula, charge and spin): 82.5 kcal/mol

***

The records above give, respectively, molar mass values of 182.267, 149.067, 91.114 Da.